Here is a structure of composition C31H41F4N7O3PReSeTe from the OMol25 dataset. Energies are from ωB97M-V/def2-TZVPD.

```
90
Properties=species:S:1:pos:R:3:lowdin_charge:R:1
Re -0.56920 -0.18972 0.15893 1.37
C 0.15595 -0.51115 -3.45003 -0.09
C 1.35117 -0.25475 -2.53315 -0.23
N 1.07923 0.63176 -1.36042 -0.23
C 0.95515 2.04641 -1.83904 -0.23
C -0.05469 2.34860 -2.92607 -0.07
C 2.34031 0.64573 -0.54126 -0.15
C 2.21409 -0.35740 0.56774 -0.20
N 1.01067 0.05276 1.32441 -0.14
C 1.19070 0.88564 2.45256 -0.12
C 0.09287 1.50168 3.07861 -0.18
F -1.14200 1.31082 2.60756 -0.01
C 0.19224 2.36443 4.15171 -0.21
F -0.93168 2.88345 4.63792 0.12
C 1.40756 2.70371 4.69674 0.10
C 2.51159 2.14173 4.09930 -0.21
F 3.72802 2.43176 4.55623 0.12
C 2.42583 1.27358 3.02308 -0.13
F 3.61872 0.85199 2.57321 0.09
H -0.03438 -1.57122 -3.56049 0.05
H -0.73676 -0.06418 -3.02944 0.01
H 0.30937 -0.08554 -4.44086 0.08
H 1.73447 -1.19256 -2.13173 0.08
H 2.16781 0.20879 -3.09654 0.13
H 0.73685 2.63969 -0.95612 0.07
H 1.94831 2.34151 -2.19707 0.13
H -1.06344 2.05067 -2.65160 0.05
H -0.07053 3.43092 -3.06499 0.09
H 0.21849 1.90846 -3.88281 0.07
H 3.20107 0.45386 -1.18604 0.14
H 2.46194 1.64040 -0.10949 0.13
H 2.04347 -1.34775 0.16068 0.06
H 3.10917 -0.42585 1.16517 0.12
H 1.49329 3.37756 5.53604 0.15
N -4.29921 -0.80640 -2.04480 0.08
C -3.07734 -0.27999 -2.10489 -0.11
N -2.47243 -0.49871 -0.95249 -0.05
C -3.41464 -1.15857 -0.21435 -0.39
N -4.52858 -1.38444 -0.85543 0.18
C -3.11531 -1.48969 1.16485 -0.26
C -3.98726 -2.17589 1.99531 -0.04
N -3.67573 -2.45772 3.24979 0.13
C -2.47833 -2.06282 3.66803 -0.06
C -1.59202 -1.38372 2.85118 -0.10
N -1.91263 -1.07262 1.59189 -0.06
H -5.02064 -0.79904 -2.74813 0.18
H -2.69190 0.25133 -2.95732 0.14
H -4.95450 -2.48600 1.62128 0.13
H -2.20432 -2.29451 4.68898 0.13
H -0.61917 -1.09092 3.20984 0.10
C 4.89653 -5.75964 0.38643 -0.04
C 3.63671 -4.97863 0.14165 -0.25
C 3.14352 -4.78703 -1.13678 -0.01
C 1.96788 -4.08052 -1.38773 -0.29
C 1.48668 -4.03208 -2.81381 -0.07
C 1.28778 -3.51149 -0.30484 -0.48
Se -0.36318 -2.53795 -0.61659 0.86
C 1.72554 -3.75653 1.01012 -0.30
C 0.95358 -3.29513 2.21257 -0.07
C 2.89581 -4.47329 1.20500 0.00
H 5.47770 -5.87132 -0.52732 0.08
H 4.66179 -6.75874 0.75825 0.09
H 5.52151 -5.27164 1.13433 0.08
H 3.67270 -5.22028 -1.97861 0.12
H 1.75105 -4.96121 -3.31688 0.09
H 1.95688 -3.22124 -3.37391 0.08
H 0.40646 -3.91485 -2.87502 0.04
H 0.89792 -2.20894 2.25848 0.03
H 1.42594 -3.65053 3.12736 0.09
H -0.06989 -3.67577 2.18123 0.08
H 3.23415 -4.65301 2.21963 0.12
C -3.79252 4.15849 -3.07973 -0.06
C -3.85078 3.85531 -1.60267 -0.29
O -2.75144 2.96629 -1.29055 -0.34
P -2.40354 2.64268 0.23851 0.11
O -1.13283 1.73855 0.03798 -0.52
Te -4.22736 1.92205 1.46988 0.56
O -1.85112 4.00896 0.83074 -0.28
C -0.80784 4.76719 0.17563 -0.25
C 0.49404 4.65726 0.93295 -0.06
H -4.62330 4.80812 -3.35422 0.09
H -3.86912 3.24197 -3.66613 0.07
H -2.86188 4.66228 -3.34065 0.08
H -4.78093 3.36053 -1.31975 0.08
H -3.75302 4.76276 -1.00350 0.12
H -1.16427 5.79649 0.16258 0.13
H -0.70748 4.43253 -0.85886 0.10
H 0.36770 5.01305 1.95518 0.09
H 1.25857 5.26588 0.44751 0.09
H 0.83840 3.62331 0.96503 0.05
```

The value obtained for the LUMO energy (alpha / beta) is -4.18 / -4.17 eV. As for the largest force on an atom: 0.67 eV/A. The total charge is +1. The multiplicity is 2. Its expectation value of S² is 0.960. The HOMO-LUMO gap (alpha / beta) is 5.7465 / 5.7553 eV.

***

Here is a structure of composition C31H42Ge2N2OS2Zn from the OMol25 dataset. Energies are from ωB97M-V/def2-TZVPD.

```
81
Properties=species:S:1:pos:R:3:lowdin_charge:R:1
Zn 0.08598 -0.14455 -0.24860 0.49
C 4.23630 -0.10066 2.16438 -0.14
C 2.75912 -0.11705 1.76282 -0.36
Ge 2.47585 0.53595 -0.06746 0.87
C 3.16291 -0.60886 -1.50790 -0.36
C 4.68519 -0.48303 -1.63284 -0.15
C 3.00382 2.37992 -0.22532 -0.22
C 2.05130 3.31673 -0.16729 -0.34
Ge 0.24354 2.58741 -0.24111 0.97
C -0.60011 2.69998 -2.01006 -0.37
C -0.78957 4.12323 -2.54715 -0.15
C -0.85968 2.63141 1.37211 -0.36
C -1.28000 4.05701 1.75993 -0.14
C 2.26260 4.77693 -0.09087 -0.24
C 1.17463 5.64177 -0.17834 -0.08
C 1.33650 7.01710 -0.10308 -0.05
C 2.60469 7.54759 0.06554 -0.05
C 3.70118 6.69796 0.16520 -0.05
C 3.53343 5.32749 0.09261 -0.02
H 4.35086 -0.39656 3.20776 0.08
H 4.67317 0.89371 2.06045 0.07
H 4.82844 -0.79164 1.56435 0.06
H 2.18064 0.53347 2.42410 0.07
H 2.33800 -1.12132 1.85385 0.04
H 2.68467 -0.30398 -2.44134 0.06
H 2.86630 -1.64250 -1.31705 0.05
H 4.98981 0.55072 -1.80116 0.07
H 5.04788 -1.06873 -2.47763 0.08
H 5.19818 -0.84257 -0.74131 0.06
H 4.05429 2.65838 -0.26342 0.07
H -1.55676 2.18336 -1.95234 0.02
H 0.04985 2.13852 -2.68723 0.06
H -1.44650 4.71619 -1.90950 0.07
H -1.25200 4.07982 -3.53323 0.08
H 0.15667 4.65252 -2.64793 0.07
H -0.28798 2.17191 2.18098 0.07
H -1.74737 2.01912 1.20383 0.02
H -0.41923 4.68294 1.99204 0.07
H -1.91668 4.02305 2.64362 0.08
H -1.85068 4.54214 0.96647 0.07
H 0.17003 5.25210 -0.31195 0.07
H 0.47596 7.66856 -0.17565 0.12
H 2.74220 8.61859 0.12599 0.12
H 4.69106 7.11011 0.30700 0.12
H 4.39996 4.68680 0.19024 0.11
S -2.26825 -0.10270 -0.49538 0.71
C -2.29975 -1.46363 -1.54621 -0.79
N -1.60229 -1.57604 -2.68560 0.05
C -2.02266 -2.77356 -3.43717 -0.08
C -2.76416 -3.58342 -2.35887 -0.08
N -3.00841 -2.55696 -1.33678 0.07
H -1.31121 -0.73456 -3.15864 0.14
H -1.16345 -3.30504 -3.83552 0.13
H -2.68151 -2.48693 -4.25637 0.13
H -2.14235 -4.37611 -1.94003 0.11
H -3.69688 -4.00890 -2.71848 0.13
H -3.53008 -2.69868 -0.48667 0.15
O 0.18532 -2.04632 0.22981 -0.63
S -0.70153 -2.84542 1.20902 1.05
C -0.65418 -4.48581 0.54278 -0.41
C -1.62278 -5.37564 0.98860 -0.08
C -1.61476 -6.67177 0.49577 -0.05
C -0.65794 -7.05300 -0.43704 -0.04
C 0.29389 -6.14440 -0.88366 -0.05
C 0.30376 -4.84617 -0.39374 -0.08
C 0.25164 -2.97391 2.68760 -0.40
C -0.22151 -2.25747 3.77985 -0.08
C 0.51217 -2.26905 4.95847 -0.05
C 1.69535 -2.98907 5.02550 -0.04
C 2.15684 -3.70583 3.92354 -0.04
C 1.43418 -3.70617 2.74489 -0.06
H -2.36315 -5.06985 1.71931 0.12
H -2.35480 -7.38238 0.83747 0.12
H -0.65568 -8.06456 -0.82010 0.12
H 1.03251 -6.44906 -1.61282 0.12
H 1.02999 -4.12093 -0.73656 0.11
H -1.15229 -1.70619 3.71341 0.11
H 0.15432 -1.72564 5.82207 0.12
H 2.26122 -3.00468 5.94741 0.12
H 3.07404 -4.27442 3.99399 0.12
H 1.77424 -4.27594 1.88950 0.12
```

The value obtained for the LUMO energy is -5.65 eV. As for the largest force on an atom: 0.62 eV/A. The total charge is +2. The multiplicity is 1. The HOMO-LUMO gap is 7.4842 eV.

***

Here is a structure of composition C31H42N2NaO2P2S from the OMol25 dataset. Energies are from ωB97M-V/def2-TZVPD.

```
81
Properties=species:S:1:pos:R:3:lowdin_charge:R:1
Na 1.14491 0.67321 0.36254 0.03
C 4.27051 2.34233 2.44800 -0.27
P 3.45180 0.78962 1.91064 0.90
C 4.88336 -0.13237 1.21275 -0.27
C 3.21001 -0.13674 3.48339 -0.38
C 4.26000 -0.24921 4.39961 -0.09
C 4.14262 -1.04163 5.52773 -0.06
C 2.97061 -1.75658 5.75194 -0.06
C 1.91492 -1.63964 4.86626 -0.10
C 2.00589 -0.82025 3.73669 -0.38
P 0.52732 -0.52944 2.67628 0.90
C -0.16384 -2.22468 2.46618 -0.26
C -0.61596 0.17468 3.94515 -0.25
H 5.18202 2.16605 3.01561 0.04
H 3.57755 2.92684 3.05325 0.05
H 4.52006 2.92541 1.56035 0.04
H 5.70780 -0.19600 1.92101 0.04
H 5.22757 0.37292 0.30759 0.04
H 4.56774 -1.14208 0.94683 0.04
H 5.19301 0.27742 4.22619 0.10
H 4.96578 -1.11133 6.22948 0.11
H 2.88218 -2.39829 6.62180 0.11
H 1.00330 -2.19456 5.06131 0.10
H -0.52438 -2.66062 3.39895 0.04
H 0.60283 -2.87184 2.03790 0.05
H -0.98855 -2.17817 1.75315 0.02
H -0.52822 -0.35355 4.89197 0.04
H -1.65483 0.11305 3.61268 0.02
H -0.37077 1.22581 4.09893 0.05
C -4.38956 -1.56101 2.31042 -0.09
C -4.93810 -0.57955 1.27382 -0.23
C -4.46802 0.85168 1.49371 -0.15
N -3.10141 1.06419 0.99334 0.05
C -2.61689 2.15797 0.41841 -0.82
S -0.98334 2.55901 0.40823 0.68
N -3.51971 3.00887 -0.18593 0.10
C -4.65230 2.75433 -0.99569 -0.40
O -5.36425 3.68168 -1.28033 0.13
C -4.88362 1.37198 -1.52053 -0.17
C -3.82874 0.59612 -1.99034 -0.04
C -4.08325 -0.64427 -2.55631 -0.07
C -5.38915 -1.11386 -2.64351 -0.07
C -6.44212 -0.33482 -2.18091 -0.06
C -6.19078 0.91197 -1.62802 -0.02
H -4.86136 -2.53965 2.19862 0.08
H -4.58717 -1.21306 3.32977 0.08
H -3.30843 -1.70914 2.20443 0.05
H -6.02952 -0.58626 1.30181 0.12
H -4.64638 -0.89262 0.26766 0.10
H -4.47720 1.08739 2.56023 0.13
H -5.13649 1.55076 1.00491 0.11
H -2.38340 0.47218 1.37643 0.10
H -3.22762 3.97181 -0.21419 0.14
H -2.81122 0.97112 -1.93385 0.10
H -3.26334 -1.24125 -2.93912 0.11
H -5.58689 -2.08353 -3.08409 0.11
H -7.46171 -0.69354 -2.26155 0.11
H -7.00432 1.54656 -1.29332 0.13
C 3.48662 1.45824 -6.48925 -0.03
C 3.03825 0.69326 -5.27289 -0.23
C 3.76675 -0.39145 -4.79649 0.00
C 3.37192 -1.09837 -3.67511 -0.19
C 4.21857 -2.27161 -3.22154 -0.04
C 2.21342 -0.68551 -2.97842 -0.10
C 1.90618 -1.41025 -1.74658 -0.15
O 1.26151 -1.00572 -0.78082 -0.06
C 1.43173 0.38284 -3.47432 -0.18
C 0.09528 0.79663 -2.89357 -0.04
C 1.86638 1.04737 -4.60921 0.00
H 4.36551 1.00594 -6.94664 0.08
H 3.73133 2.48791 -6.22046 0.09
H 2.68982 1.49893 -7.23432 0.09
H 4.66668 -0.69606 -5.32257 0.12
H 5.05031 -2.41623 -3.90756 0.08
H 3.64412 -3.19997 -3.20270 0.09
H 4.63649 -2.11684 -2.22470 0.08
H 2.33585 -2.41928 -1.68476 0.13
H -0.37548 0.00918 -2.30971 0.07
H -0.57701 1.07724 -3.70512 0.09
H 0.18738 1.67989 -2.25771 0.06
H 1.25940 1.85842 -5.00378 0.13
```

The value obtained for the LUMO energy is -2.71 eV. As for the largest force on an atom: 1.33 eV/A. The total charge is +1. The multiplicity is 1. The HOMO-LUMO gap is 8.2222 eV.